Entry 1:
Computed, not measured: a 2-piece molecular cluster, C9H20N2O3S overall at a distorted geometry, with ωB97M-V/def2-TZVPD.

Last column: natural (NBO) charge in e.
CARTESIAN COORDINATES (ANGSTROEM)
C 0.348 -2.219 0.401  0.730
C -1.281 -1.201 -1.792  -0.412
C -2.482 -1.153 0.366  -0.452
C 4.346 0.315 -1.004  -0.748
C 1.136 0.440 0.055  -0.535
C -2.000 0.849 -0.789  -0.243
C -2.284 1.881 0.299  -0.066
C 2.477 0.509 0.855  -0.535
C 0.323 -0.643 0.693  0.420
N -0.076 -0.314 1.846  -0.752
N -1.588 -0.449 -0.471  -0.402
O -0.289 -2.785 1.280  -0.730
O 1.071 -2.541 -0.506  -0.683
O -1.039 2.278 0.951  -0.790
S 3.772 1.494 0.239  0.224
H -1.092 -2.222 -1.482  0.237
H -2.147 -1.039 -2.508  0.180
H -0.421 -0.948 -2.303  0.216
H -2.849 -0.500 1.136  0.196
H -3.208 -1.607 -0.284  0.189
H -1.964 -1.943 0.786  0.256
H 3.579 -0.269 -1.522  0.232
H 5.094 -0.304 -0.478  0.218
H 4.934 0.865 -1.641  0.222
H 0.683 1.409 -0.088  0.253
H 1.443 0.004 -0.849  0.228
H -1.224 1.442 -1.286  0.218
H -2.946 0.837 -1.362  0.182
H -2.695 2.775 -0.211  0.185
H -2.977 1.642 1.119  0.176
H 2.917 -0.444 0.898  0.227
H 2.100 0.990 1.883  0.208
H -0.110 0.669 2.223  0.420
H -0.616 -1.072 2.370  0.436
H -0.936 3.255 1.178  0.494

Summary:
Total charge: 0
Lowest unoccupied orbital energy in hartree: 0.0041
ΔE to the lowest compared entry with this formula, charge and spin in kJ/mol: 247.0

Entry 2:
Computed, not measured: an isolated ion of composition C9H20N5 and charge +1 at a distorted geometry, with ωB97M-V/def2-TZVPD.

Last column: natural (NBO) charge in e.
CARTESIAN COORDINATES (ANGSTROEM)
C -4.485 -1.074 0.695  0.001
C -3.528 -1.336 -0.323  -0.190
C -2.682 0.307 -0.456  0.348
C 4.779 -0.243 -0.398  -0.612
C -1.215 0.214 -0.771  -0.533
C 3.696 0.597 0.233  -0.428
C -0.203 -0.055 0.407  -0.353
C 2.352 0.020 0.783  -0.381
C 1.150 0.312 -0.193  -0.392
N -5.205 0.012 0.744  -0.317
N -4.818 0.928 -0.211  -0.308
N -3.527 1.296 -0.231  0.010
N -3.254 2.623 -0.243  -0.640
N -2.626 -2.457 -0.128  -0.744
H -4.752 -1.925 1.380  0.203
H 5.855 -0.118 0.068  0.234
H 4.821 -0.068 -1.544  0.215
H 4.506 -1.418 -0.234  0.195
H -0.992 -0.440 -1.547  0.244
H -0.758 1.203 -1.106  0.244
H 4.147 0.887 1.122  0.220
H 3.479 1.384 -0.562  0.202
H -0.409 -1.166 0.732  0.163
H -0.423 0.488 1.311  0.227
H 2.055 0.510 1.688  0.202
H 2.464 -1.066 0.926  0.207
H 1.042 1.310 -0.369  0.194
H 1.360 -0.178 -1.236  0.206
H -5.581 1.688 -0.194  0.420
H -3.545 3.257 0.462  0.414
H -2.406 2.900 -0.697  0.396
H -2.755 -3.159 -0.990  0.454
H -2.706 -3.018 0.788  0.441
H -1.758 -1.884 -0.206  0.460

Summary:
Total charge: +1
Lowest unoccupied orbital energy in hartree: -0.1248
SMILES string: CCCCCCC1=C([NH3+])C=NNN1N
ΔE to the lowest compared entry with this formula, charge and spin in kJ/mol: 827.1

Entry 3:
Computed, not measured: a 2-piece molecular cluster, C9H20O2Si overall at a distorted geometry, with ωB97M-V/def2-TZVPD.

Last column: Löwdin spin population.
CARTESIAN COORDINATES (ANGSTROEM)
C 4.541 -1.718 -0.887  0.000
C 4.135 -0.441 -0.119  0.000
C -1.147 -1.728 0.987  0.835
C -0.808 0.473 1.948  0.131
C -2.935 -0.869 -1.908  -0.003
C -3.901 1.139 0.270  0.021
C -1.278 1.642 -1.433  0.018
C 3.101 -0.333 0.675  0.001
C -1.309 -0.410 0.945  0.727
O 3.522 1.945 0.941  0.000
O 2.664 0.892 1.212  0.001
Si -2.431 0.276 -0.536  0.067
H 4.932 -1.262 -1.840  0.000
H 5.364 -2.069 -0.196  0.000
H 4.763 0.449 -0.368  0.000
H -1.745 -2.298 0.292  0.056
H 3.639 -2.347 -1.020  0.001
H -0.548 -2.512 1.489  0.062
H -1.630 0.912 2.457  0.039
H -0.214 -0.040 2.678  0.002
H -0.341 1.366 1.424  0.034
H -1.921 -1.208 -2.490  0.001
H -3.396 -1.755 -1.386  -0.001
H -3.691 -0.494 -2.616  -0.001
H -3.880 2.237 0.382  0.002
H -4.773 0.676 -0.245  0.001
H -4.036 0.784 1.342  0.001
H -1.535 1.870 -2.452  0.001
H -1.508 2.502 -0.873  0.001
H -0.166 1.487 -1.443  0.000
H 2.400 -1.149 1.105  0.002
H 4.131 1.982 1.666  0.000

Summary:
Total charge: 0
Lowest unoccupied orbital energy (alpha / beta) in hartree: 0.0307 / -0.0676
Spin multiplicity: 3
Expectation value of S²: 2.006
ΔE to the lowest compared entry with this formula, charge and spin in kJ/mol: 540.6

Entry 4:
Computed, not measured: a 2-piece molecular cluster, C9H20Si2 overall at a distorted geometry, with ωB97M-V/def2-TZVPD.

Last column: natural (NBO) charge in e.
CARTESIAN COORDINATES (ANGSTROEM)
C -1.867 0.611 -1.044  -0.154
C -1.065 0.226 -0.071  -0.464
C -3.277 0.908 -0.889  -0.448
C -1.402 0.121 1.397  -0.433
C -3.614 1.177 0.609  -0.398
C -3.031 0.139 1.540  -0.392
C 4.312 1.249 0.665  -0.613
C 2.971 1.066 0.058  -0.396
C 2.009 0.107 0.780  -0.874
Si 0.999 -4.098 -2.317  0.496
Si 0.670 -0.441 -0.500  1.064
H -1.423 0.633 -2.062  0.202
H -3.688 1.737 -1.481  0.219
H -3.603 -0.080 -1.274  0.220
H -0.905 -0.710 1.846  0.215
H -1.159 1.040 1.939  0.210
H -3.245 2.200 0.747  0.203
H -4.730 1.221 0.642  0.210
H -3.393 -0.840 1.349  0.203
H -3.204 0.480 2.541  0.205
H 4.184 1.572 1.662  0.198
H 4.938 0.396 0.741  0.202
H 4.950 2.008 0.343  0.213
H 2.512 2.027 0.068  0.198
H 2.970 0.548 -0.939  0.195
H 1.763 0.686 1.709  0.232
H 2.641 -0.816 1.033  0.224
H 0.600 -5.017 -1.274  -0.166
H 0.448 -4.475 -3.552  -0.191
H 2.421 -3.663 -2.563  -0.157
H 1.218 -0.010 -1.707  -0.223

Summary:
Total charge: 0
Lowest unoccupied orbital energy (alpha / beta) in hartree: -0.0149 / -0.0215
ΔE to the lowest compared entry with this formula, charge and spin in kJ/mol: 280.0

Entry 5:
Computed, not measured: a 7-piece molecular cluster, C9H21Cl12O4P overall at a distorted geometry, with ωB97M-V/def2-TZVPD.

Last column: natural (NBO) charge in e.
CARTESIAN COORDINATES (ANGSTROEM)
C -4.620 0.917 3.164  -0.413
Cl -5.716 0.966 4.532  -0.005
Cl -4.460 -0.729 2.431  -0.066
H -5.077 1.591 2.393  0.237
H -3.562 1.185 3.504  0.243
C 1.194 2.641 -2.301  -0.412
Cl 1.453 1.751 -3.845  -0.061
Cl 1.759 4.290 -2.239  -0.003
H 0.143 2.581 -2.135  0.211
H 1.699 2.057 -1.516  0.254
C -4.224 1.378 -1.699  -0.352
Cl -4.572 3.174 -1.639  -0.067
Cl -5.768 0.448 -1.734  -0.046
H -3.698 1.237 -2.621  0.227
H -3.705 1.192 -0.749  0.236
C -1.371 -1.112 3.587  -0.377
Cl -1.136 0.261 4.713  -0.054
Cl 0.185 -1.967 3.474  -0.031
H -2.191 -1.731 3.968  0.237
H -1.611 -0.688 2.646  0.222
C -3.857 -3.108 -0.610  -0.421
Cl -2.654 -2.952 -1.870  -0.023
Cl -3.090 -3.541 0.880  -0.013
H -4.412 -2.176 -0.499  0.235
H -4.488 -3.966 -0.862  0.227
C -0.323 1.568 0.905  -0.420
Cl -1.534 2.816 0.894  -0.036
Cl -0.804 0.142 0.042  -0.020
H 0.610 1.948 0.477  0.257
H -0.303 1.395 1.950  0.222
C 6.133 0.346 -1.395  -0.243
O 4.808 1.007 -1.072  -0.819
P 3.589 0.071 -0.792  2.613
O 2.558 0.765 -0.017  -1.150
O 3.190 -0.367 -2.252  -0.843
C 2.241 -1.386 -2.678  -0.236
O 4.021 -1.253 -0.139  -0.833
C 3.675 -1.585 1.179  -0.253
H 5.963 -0.536 -1.958  0.194
H 6.602 0.051 -0.465  0.192
H 6.587 1.183 -1.908  0.213
H 2.091 -2.124 -1.856  0.187
H 2.691 -1.799 -3.562  0.197
H 1.321 -0.876 -2.888  0.202
H 2.883 -2.322 1.127  0.188
H 3.203 -0.792 1.708  0.213
H 4.573 -1.949 1.726  0.189

Summary:
Total charge: 0
Lowest unoccupied orbital energy in hartree: 0.0157
SMILES string: COP(=O)(OC)OC.ClCCl.ClCCl.ClCCl.ClCCl.ClCCl.ClCCl

Entry 6:
Computed, not measured: a 6-piece molecular cluster, C9H21Cl6N3O6 overall at a distorted geometry, with ωB97M-V/def2-TZVPD.

Last column: Löwdin spin population.
CARTESIAN COORDINATES (ANGSTROEM)
Cl -11.119 9.554 0.236  0.005
C -11.558 9.026 -1.342  0.005
C -11.586 10.342 -2.146  0.002
Cl -13.120 11.162 -1.672  0.001
H -12.535 8.549 -1.422  0.000
H -10.857 8.253 -1.659  0.003
H -11.521 10.167 -3.220  0.000
H -10.756 11.024 -1.960  0.001
Cl -6.175 3.627 0.226  0.001
C -5.910 5.353 0.733  0.004
C -4.503 5.787 0.305  0.001
Cl -3.265 4.452 0.536  0.002
H -5.858 5.308 1.821  0.000
H -6.715 6.036 0.463  0.005
H -4.182 6.727 0.754  0.002
H -4.396 5.966 -0.765  0.001
Cl -4.994 14.744 4.557  0.000
C -5.830 13.453 3.607  0.000
C -5.676 13.765 2.093  0.000
Cl -6.910 12.733 1.310  0.003
H -6.868 13.508 3.934  0.000
H -5.431 12.495 3.938  0.000
H -4.691 13.556 1.674  0.000
H -6.013 14.783 1.901  0.000
C -4.701 8.375 -3.520  0.004
N -4.648 7.073 -4.198  0.002
O -4.673 5.976 -3.594  0.000
O -4.806 7.131 -5.414  0.002
H -5.682 8.416 -3.048  0.002
H -4.477 9.169 -4.233  0.000
H -3.869 8.351 -2.816  0.001
C -7.568 9.765 0.723  0.025
N -7.508 9.197 -0.666  0.415
O -8.105 9.796 -1.504  0.284
O -6.988 8.099 -0.783  0.190
H -6.548 9.908 1.079  0.012
H -8.079 8.992 1.297  0.017
H -8.042 10.746 0.710  0.000
C -8.023 5.438 -2.456  0.004
N -7.661 4.697 -3.676  0.001
O -7.066 3.648 -3.579  0.000
O -8.000 5.163 -4.711  0.000
H -8.120 6.513 -2.609  0.003
H -7.276 5.211 -1.696  0.001
H -8.964 4.928 -2.249  0.001

Summary:
Total charge: -1
Lowest unoccupied orbital energy (alpha / beta) in hartree: 0.0850 / 0.0849
Spin multiplicity: 2
Expectation value of S²: 0.753

| no. | calculated total energy (eV) |
| --- | --- |
| 1 | -29612.3865 |
| 2 | -17093.1055 |
| 3 | -21620.3945 |
| 4 | -25407.1285 |
| 5 | -177423.6242 |
| 6 | -101555.3171 |